[1]
Entry from OMol25: 4 unconnected molecules or ions with the total composition C5H17NO2 (wB97M-V/def2-TZVPD).

```
25
Properties=species:S:1:pos:R:3:forces:R:3:nbo_charge:R:1
C -1.12093 2.36649 -1.61453 -0.6 -0.5 0.7 -0.61
C -0.79115 1.16000 -0.63617 0.8 0.0 -0.7 -0.47
C -1.70221 -0.08433 -0.67947 -1.0 1.7 0.4 -0.39
C -1.22441 -1.35003 0.06173 0.5 0.6 -2.7 -0.25
N -0.82056 -1.17133 1.44926 -0.2 -0.6 -0.9 -0.63
C 0.50278 -1.85397 1.64432 -2.2 -1.2 -0.1 -0.44
H -1.31486 3.22137 -0.96880 -0.6 0.1 0.1 0.19
H -2.02538 2.15806 -2.21806 0.4 0.3 0.1 0.18
H -0.33465 2.81978 -2.22740 0.2 -1.0 -0.3 0.20
H 0.21954 0.72232 -0.83813 -0.1 1.0 0.4 0.33
H -0.89893 1.63938 0.34382 0.5 -0.6 0.1 0.18
H -2.64872 0.33380 -0.27261 -0.2 -0.9 -0.3 0.16
H -1.82639 -0.33962 -1.73644 -0.3 -0.2 0.0 0.19
H -1.94797 -2.15993 -0.23839 0.2 0.4 1.1 0.16
H -0.35299 -1.62416 -0.56660 0.0 0.1 0.6 0.22
H -1.61527 -1.55472 1.95412 0.7 -0.1 0.8 0.35
H 0.33103 -2.93093 1.46111 0.4 0.0 0.0 0.15
H 1.19423 -1.47458 0.90081 0.3 0.2 0.1 0.27
H 0.81594 -1.74306 2.66184 0.5 0.3 0.5 0.18
H 0.68176 0.24365 1.27262 0.3 0.9 0.2 -0.03
H 2.47903 0.16410 -1.62074 0.0 -0.1 -0.1 0.42
O 1.87634 0.06614 -0.87600 0.5 -0.3 0.1 -1.28
H 3.63720 0.47337 1.72612 -0.4 0.0 0.0 0.44
H 3.02788 0.39773 0.22063 -0.3 -0.2 0.0 0.52
O 3.85870 0.52051 0.79695 0.6 0.2 -0.1 -1.04
```
Forces are in eV/Å.

spin multiplicity: 2
total energy: -11041.888 eV
energy relative to the best compared isomer or geometry (same formula, charge and spin): 323.78 kJ/mol
net charge: -1
frontier orbital gap (alpha / beta): 7.4340 / 7.3332 eV
E_LUMO (alpha / beta): 3.85 / 3.74 eV

---

[2]
Entry from OMol25: 3 unconnected molecules or ions with the total composition C5H17NO2 (wB97M-V/def2-TZVPD).

```
25
Properties=species:S:1:pos:R:3:forces:R:3:nbo_charge:R:1
C -1.14405 -0.76890 2.50460 -2.1 -0.3 -2.9 -0.62
C -1.01421 -0.81711 0.93559 1.2 0.9 1.0 -0.37
C -0.29783 0.53340 0.62306 -2.2 -0.1 -2.7 -0.06
C 0.91244 0.84266 1.48741 1.7 1.0 0.0 -0.65
N -0.08274 0.44914 -0.87596 2.5 -1.0 1.7 -0.64
C 0.43689 1.65503 -1.51472 -0.8 0.2 -2.7 -0.44
H -0.33225 -1.01819 3.08618 2.5 0.1 0.7 0.21
H -1.74840 -1.59970 2.70386 -1.8 -0.9 0.9 0.21
H -1.58446 0.19044 2.74782 -0.2 -0.1 0.5 0.20
H -0.41345 -1.71834 0.59670 -0.6 1.1 0.3 0.20
H -2.00972 -0.79382 0.37631 1.3 -0.1 1.4 0.18
H -1.17355 1.28953 0.62182 1.6 -0.6 0.8 0.19
H 1.57630 1.67436 1.04938 -1.3 -0.9 0.4 0.21
H 0.74288 1.14142 2.56493 -0.1 -0.5 -1.3 0.23
H 1.58816 -0.03999 1.45668 -0.5 0.3 0.3 0.21
H 0.60869 -0.33377 -1.02335 -0.9 1.0 0.1 0.36
H 0.16374 2.55180 -0.96429 -0.9 0.0 -0.2 0.19
H -0.06733 1.52122 -2.54891 0.7 1.4 1.4 0.20
H 1.49309 1.92994 -1.77462 -0.2 -1.4 0.7 0.18
O -2.49649 -1.68941 -1.97825 1.2 0.1 0.4 -0.95
H -2.37200 -1.32652 -1.05585 0.2 -0.6 -2.0 0.47
H -1.59735 -1.74386 -2.41292 -1.5 0.4 1.2 0.48
O 3.12557 -0.09519 -0.79611 1.7 1.3 0.3 -0.92
H 3.44838 0.41764 -0.03815 -1.2 -0.5 1.2 0.46
H 3.86437 0.32015 -1.27449 -0.4 -0.8 -1.5 0.46
```
Forces are in eV/Å.

total energy: -11043.734 eV
energy relative to the best compared isomer or geometry (same formula, charge and spin): 243.43 kJ/mol
frontier orbital gap: 9.2994 eV
E_LUMO: 0.46 eV